ORCA calculation (ωB97M-V/def2-TZVPD) on a 2-piece molecular cluster, C4H14N4 overall.

Its total energy is -10314.541 eV. As for the net charge: +2.

```
22
Properties=species:S:1:pos:R:3:nbo_charge:R:1
C 1.861 0.108 -0.492 0.376
C 1.220 -0.051 -1.752 -0.712
C 0.938 0.353 0.751 -0.681
C -4.420 -0.571 0.371 -0.477
N 3.188 0.256 -0.404 -0.226
N -2.238 -0.047 -0.142 -0.172
N 3.982 0.703 0.561 -0.582
N -3.230 0.070 0.580 -0.039
H 1.855 -0.430 -2.587 0.268
H 0.590 0.701 -2.201 0.288
H 0.364 -0.730 -1.645 0.240
H 0.084 1.038 0.446 0.254
H 1.590 0.907 1.509 0.248
H 0.506 -0.636 1.074 0.264
H -4.398 -1.162 1.265 0.283
H -5.286 0.024 0.558 0.289
H -4.514 -1.095 -0.567 0.267
H 3.731 -0.171 -1.108 0.433
H -2.252 -0.303 -1.079 0.394
H 4.973 0.546 0.299 0.419
H 3.789 0.654 1.506 0.410
H -3.245 0.696 1.421 0.457
```


ORCA calculation (ωB97M-V/def2-TZVPD) on a 2-piece molecular cluster, C4H14NO overall.

Its total energy is -7906.706 eV. As for the net charge: +1.

```
20
Properties=species:S:1:pos:R:3:nbo_charge:R:1
C -0.431 -1.144 0.705 -0.632
C -0.331 0.373 0.577 -0.031
C 1.085 0.943 0.518 -0.430
C 1.982 0.582 1.712 -0.601
N -0.954 0.749 -0.755 -0.683
H 0.163 -1.486 1.539 0.250
H -0.006 -1.620 -0.182 0.215
H -1.474 -1.425 0.829 0.231
H -0.908 0.845 1.366 0.225
H 1.603 0.591 -0.366 0.212
H 1.004 2.036 0.508 0.218
H 1.880 -0.466 1.983 0.211
H 3.019 0.732 1.415 0.238
H 1.737 1.229 2.546 0.223
H -0.575 1.645 -1.066 0.436
H -0.568 0.115 -1.469 0.461
H -1.947 0.675 -0.886 0.446
H -1.668 -2.157 -2.687 0.496
H -2.073 -1.019 -3.537 0.495
O -1.538 -1.200 -2.751 -0.981
```


ORCA calculation (ωB97M-V/def2-TZVPD) on a 3-piece molecular cluster, C4H14NO2 overall.

Its total energy is -9952.302 eV. As for the net charge: +1.

```
21
Properties=species:S:1:pos:R:3:nbo_charge:R:1
C 0.678 0.952 -1.134 -0.244
N -0.157 0.259 -0.029 -0.581
C -1.608 0.594 -0.193 -0.267
C -1.610 2.013 -0.693 -0.431
C -0.007 2.297 -1.395 -0.412
H 1.810 0.983 -0.841 0.238
H 0.783 0.369 -2.045 0.228
H 0.153 0.564 0.979 0.437
H -0.023 -0.904 -0.121 0.504
H -2.064 0.473 0.794 0.231
H -2.338 -0.068 -0.833 0.250
H -2.309 2.566 -1.442 0.268
H -1.636 2.626 0.171 0.214
H 0.486 3.087 -0.839 0.239
H -0.120 2.248 -2.445 0.236
H 1.514 -2.769 3.448 0.486
H 1.875 -4.289 3.270 0.495
O 1.530 -3.550 2.814 -0.974
H 1.480 -2.522 -0.417 0.497
H 0.806 -2.699 0.918 0.535
O 0.759 -2.228 0.033 -0.950
```


Q: Look up the net charge of the second one.
A: +1


Q: net charge of number 2 (C4H14NO)?
A: +1